[1]
The following is a quantum chemistry calculation of C14H13LiN4O2 as an isolated structure at a distorted geometry, from the OMol25 dataset.

```
34
Properties=species:S:1:pos:R:3
Li -8.9734 -8.9305 -3.3845
N -8.4982 -6.7470 0.3049
C -7.1507 -6.7413 0.1772
C -6.8480 -7.2514 -1.0645
N -7.9691 -7.6419 -1.7063
C -8.9635 -7.2232 -0.9310
C -10.3231 -7.4842 -1.2973
N -10.6758 -8.2070 -2.3894
C -12.0791 -8.2320 -2.4119
C -12.5318 -7.6683 -1.2505
N -11.4408 -7.2024 -0.5506
H -8.9674 -6.6895 1.2049
H -6.5250 -6.3043 0.9241
H -5.8856 -7.3741 -1.5353
H -12.4503 -8.6695 -3.2969
H -13.5488 -7.4260 -0.9421
H -11.4278 -6.7599 0.3701
C -8.5506 -13.0200 -4.0653
C -8.7635 -11.5711 -4.2446
O -8.7577 -10.8753 -3.2053
C -8.9505 -11.1846 -5.6371
C -9.0443 -12.1505 -6.5811
C -9.1885 -11.7574 -7.9678
C -9.2973 -10.4383 -8.3275
C -9.3478 -9.4041 -7.3549
C -9.1668 -9.7866 -6.0483
O -9.1149 -8.7883 -5.1951
H -8.3585 -13.1813 -3.0141
H -7.7294 -13.4403 -4.7474
H -9.5127 -13.5833 -4.3286
H -9.0257 -13.1915 -6.3284
H -9.2325 -12.5492 -8.7461
H -9.3966 -10.1864 -9.3677
H -9.7172 -8.4047 -7.5812
```

- HOMO energy: -6.52 eV
- ΔE to the lowest compared entry with this formula, charge and spin: 0.732 eV
- Kohn-Sham gap: 6.44 eV
- Multiplicity: 1
- LUMO level: -0.082 eV

***

[2]
The following is a quantum chemistry calculation of C40H48AsN9OPRbSSe as an isolated structure at a distorted geometry, from the OMol25 dataset.

```
103
Properties=species:S:1:pos:R:3
Rb 0.0000 0.0000 0.0000
C -3.1902 3.7291 -0.7965
C -2.3278 2.7816 -0.2913
N -1.7018 1.8587 -1.0506
C -1.9117 1.8350 -2.3928
C -2.7868 2.7803 -2.9828
C -3.4211 3.7258 -2.1640
C -3.0215 2.7794 -4.3607
C -2.3942 1.8444 -5.1707
C -1.5270 0.9026 -4.6094
C -0.8929 -0.0426 -5.4286
C -0.0320 -0.9781 -4.8744
C 0.1667 -0.9365 -3.5123
N -0.4272 -0.0411 -2.6963
C -1.2747 0.8855 -3.2153
H -3.6692 4.4501 -0.1447
H -2.1048 2.7309 0.7705
H -4.0981 4.4641 -2.5870
H -3.6936 3.5058 -4.8124
H -2.5869 1.8564 -6.2413
H -1.0661 -0.0550 -6.5019
H 0.4688 -1.7177 -5.4879
H 0.8284 -1.6411 -3.0169
C -5.6600 -1.7005 0.2923
N -4.9118 -0.5265 -0.1162
C -4.9646 0.4943 0.9134
N -4.4426 -0.0274 2.1625
C -5.1897 -1.2002 2.5760
N -5.1364 -2.2173 1.5427
C -3.8271 -2.8237 1.4060
P -2.7073 -1.5089 0.8874
C -3.5625 -0.8316 -0.5485
C -3.0098 -0.2436 2.1361
H -5.6508 -2.4704 -0.4912
H -6.7221 -1.4450 0.4089
H -6.0010 0.8312 1.0530
H -4.4247 1.3996 0.6039
H -6.2345 -0.9262 2.7772
H -4.8217 -1.5884 3.5354
H -3.8540 -3.6405 0.6760
H -3.5087 -3.2732 2.3533
H -3.5754 -1.5432 -1.3817
H -3.0647 0.0688 -0.9256
H -2.4827 0.6879 1.9009
H -2.6481 -0.5566 3.1220
C 3.6320 -2.8259 0.2168
N 2.3709 -3.5228 0.4537
C 2.1014 -4.3607 1.4754
C 0.8022 -4.8087 1.3391
N 0.2730 -4.2462 0.2337
C -1.0796 -4.4506 -0.2775
C 1.2446 -3.4675 -0.2898
Se 1.0669 -2.5094 -1.7453
H 4.3713 -3.0768 1.0072
H 3.4607 -1.7290 0.2240
H 4.0469 -3.1272 -0.7680
H 2.7954 -4.6278 2.2619
H 0.2847 -5.4935 1.9986
H -1.6425 -5.1505 0.3764
H -1.0323 -4.8785 -1.3008
H -1.6185 -3.4804 -0.3088
N 6.8786 3.5592 -0.9855
C 5.9252 3.3017 -1.9397
S 6.2933 3.8166 -3.4930
C 4.6661 2.5986 -1.5205
C 3.6612 2.3114 -2.4531
C 2.5141 1.6613 -2.0274
N 2.2984 1.2809 -0.7533
C 3.2718 1.5627 0.1336
C 4.4546 2.2088 -0.1937
H 7.7238 4.0350 -1.2844
H 6.8235 3.3209 -0.0073
H 3.7441 2.5782 -3.5008
H 1.7154 1.4235 -2.7247
H 3.0718 1.2449 1.1535
H 5.1700 2.3860 0.5968
C -0.0337 0.1424 5.1756
As 0.5409 0.0264 3.2913
C 2.0077 1.3343 3.4667
C 1.6775 -1.5663 3.5441
H 0.8408 0.0617 5.8527
H -0.7427 -0.6823 5.3936
H -0.5393 1.1148 5.3449
H 2.6261 1.1062 4.3589
H 1.5796 2.3526 3.5692
H 2.6449 1.2949 2.5598
H 2.3373 -1.4361 4.4264
H 2.3015 -1.7189 2.6397
H 1.0324 -2.4557 3.6980
O 1.4746 -1.6060 0.9323
C -0.9398 2.2106 1.5374
C -1.3341 3.1354 2.1808
C -1.8081 4.2473 2.9544
C -1.1054 4.6646 4.0908
C -1.5678 5.7467 4.8425
C -2.7319 6.4140 4.4618
C -3.4358 6.0023 3.3304
C -2.9758 4.9205 2.5767
H -0.1960 4.1516 4.3974
H -1.0205 6.0694 5.7250
H -3.0911 7.2567 5.0480
H -4.3431 6.5240 3.0354
H -3.5333 4.6082 1.6959
```

- Total charge: -2
- HOMO energy (spin up / spin down): 0.58 / -2.05 eV
- ΔE to the lowest compared entry with this formula, charge and spin: 5.924 eV
- Kohn-Sham gap (spin up / spin down): 2.91 / 5.54 eV
- Multiplicity: 1
- LUMO level (spin up / spin down): 3.491 / 3.487 eV

***

[3]
The following is a quantum chemistry calculation of a 14-piece molecular cluster, C16H60N18O14 overall at a distorted geometry, from the OMol25 dataset.

```
108
Properties=species:S:1:pos:R:3
C -4.0976 -1.8733 -3.6728
C -3.4089 -2.5565 -2.4830
O -4.4694 -2.9399 -1.5426
H -4.6617 -1.0402 -3.3947
H -4.9022 -2.5000 -3.9995
H -3.3414 -1.7825 -4.4680
H -2.6255 -1.9463 -2.0293
H -2.9568 -3.5168 -2.7714
H -3.9939 -3.4345 -0.8913
C 2.3039 4.8538 0.7825
C 3.0830 3.5104 0.7794
O 2.3227 2.6583 -0.0399
H 1.7193 5.0786 -0.0921
H 3.0745 5.6245 0.8713
H 1.6903 5.0650 1.6329
H 3.2586 3.2467 1.8180
H 4.0476 3.6104 0.2966
H 2.4424 1.6958 0.2185
C 0.3998 -1.1851 3.4584
O 1.4378 -1.3626 4.3575
N -0.1584 -0.0665 3.1881
N 0.0293 -2.0948 2.5955
H 0.1261 0.7477 3.7005
H -1.0179 -0.0628 2.5192
H -0.7924 -2.0691 1.8787
H 0.6317 -2.9532 2.6445
C -4.0317 0.5200 -1.1489
O -2.6805 0.2015 -1.2819
N -4.9227 -0.3769 -0.7965
N -4.4739 1.7272 -1.1772
H -4.6533 -1.3720 -0.9015
H -5.8663 -0.1745 -0.4894
H -3.6929 2.3821 -1.1384
H -5.3784 2.0828 -0.8919
C -1.3856 3.3711 -1.3839
O -2.7251 3.6835 -1.1364
N -1.1469 2.1819 -1.7243
N -0.3998 4.1966 -1.3080
H -1.8362 1.4279 -1.9060
H -0.2688 2.0182 -2.1185
H -0.4214 5.1777 -0.8210
H 0.5229 4.0115 -1.8140
C 4.2276 0.3293 1.5362
O 5.2533 1.1744 1.9429
N 4.4008 -0.7105 0.7327
N 2.9733 0.5192 1.7963
H 5.3621 -1.0271 0.5439
H 3.8372 -0.9198 -0.1011
H 2.7399 1.3204 2.4848
H 2.2590 -0.0926 1.4408
C -2.5311 -3.0349 1.2310
O -2.2413 -4.3631 0.8411
N -3.3219 -2.6439 2.1559
N -1.8546 -2.0245 0.7301
H -4.0691 -3.3437 2.5446
H -3.5169 -1.6186 1.9933
H -1.2745 -2.2805 -0.1153
H -1.9700 -0.9437 0.9434
C -3.1617 0.8477 2.0580
O -3.1201 1.7762 3.1446
N -2.1513 0.5948 1.2593
N -4.1598 0.0411 1.8946
H -1.4396 1.2867 1.4450
H -2.3837 0.6146 0.2177
H -4.8790 0.0372 2.6754
H -4.5808 -0.2691 0.9686
C 1.9642 2.6320 -3.3529
O 2.3642 1.3051 -3.0601
N 1.9128 3.5516 -2.4339
N 1.8115 2.9889 -4.6120
H 2.1570 3.2237 -1.4478
H 2.1137 4.5982 -2.6425
H 1.8543 2.3129 -5.3752
H 1.1333 3.8168 -4.7978
C 3.9319 -1.9463 -2.3167
O 4.6458 -1.9849 -3.4678
N 3.1990 -0.9677 -1.8907
N 4.1108 -2.8188 -1.3685
H 3.0226 -0.1315 -2.5025
H 2.4779 -1.0747 -1.1209
H 4.6651 -3.6076 -1.6536
H 3.5491 -2.9820 -0.4888
C 2.5270 -3.5797 2.0130
O 2.5912 -4.0561 0.7309
N 3.1830 -2.5550 2.4389
N 1.8719 -4.1922 2.9593
H 2.9479 -2.0129 3.3232
H 3.6482 -1.9382 1.7480
H 1.2853 -4.9709 2.7621
H 2.1825 -3.9417 3.9278
C 0.6557 -0.2024 -0.2382
O 1.4914 -1.2223 0.2621
H 0.5437 0.5597 0.5561
H -0.2732 -0.5773 -0.7674
H 1.2592 0.3181 -1.0118
H 1.2247 -1.4634 1.1599
C -0.8032 3.7384 2.4015
O -0.1184 2.7741 1.4998
H -0.9464 3.0850 3.2267
H -1.6482 4.0799 1.7539
H -0.0443 4.5200 2.6597
H 0.4099 3.2774 0.8558
C 0.4809 -3.8829 -1.4296
O -0.4183 -2.7994 -1.4600
H 1.5272 -3.6473 -1.6848
H 0.1421 -4.6588 -2.1010
H 0.4351 -4.2035 -0.3927
H -0.2458 -2.3996 -2.3445
```

- HOMO energy: -8.38 eV
- ΔE to the lowest compared entry with this formula, charge and spin: 2.771 eV
- Kohn-Sham gap: 8.11 eV
- Multiplicity: 1
- LUMO level: -0.265 eV

***

[4]
The following is a quantum chemistry calculation of C7H3FeNO5SbSe4 as an isolated structure, from the OMol25 dataset.

```
22
Properties=species:S:1:pos:R:3
Fe -1.0915 0.3292 -0.4570
O -2.5251 -0.7376 5.1831
C -2.1607 -0.5399 3.8982
C -2.0637 -1.5986 2.9891
C -1.6855 -1.2956 1.7019
N -1.4398 -0.0406 1.3665
C -1.4938 0.9819 2.2092
C -1.8624 0.7727 3.5160
C -1.0335 2.2715 1.5254
O -0.9687 3.3018 2.1557
O -0.7071 2.0766 0.2801
C -1.4016 -2.2329 0.5284
O -1.5090 -3.4288 0.6668
O -1.0019 -1.5824 -0.5284
H -2.7014 -1.6740 5.3324
H -2.2631 -2.6262 3.2661
H -1.9106 1.5905 4.2202
Se -2.0546 -2.8154 -3.9513
Sb -2.7186 -0.4636 -4.5592
Se -1.0533 0.4921 -5.9928
Se -5.1028 -0.5218 -4.7803
Se -2.3065 0.8954 -2.3238
```

- Total charge: -1
- ⟨S²⟩: 6.0447
- HOMO energy (spin up / spin down): -5.15 / -5.12 eV
- Kohn-Sham gap (spin up / spin down): 6.76 / 5.63 eV
- Multiplicity: 5
- LUMO level (spin up / spin down): 1.612 / 0.514 eV

***

[5]
The following is a quantum chemistry calculation of C47H34N2O6PtS4 as an isolated structure, from the OMol25 dataset.

```
94
Properties=species:S:1:pos:R:3
Pt 0.1134 -0.4723 -0.6004
C -5.7252 -7.0380 -0.0017
C -4.7286 -5.9063 0.0729
C -3.5533 -6.0314 0.8144
C -2.6445 -4.9842 0.8955
C -2.9295 -3.7930 0.2416
C -4.0754 -3.6506 -0.5238
C -4.9698 -4.7087 -0.5968
S -1.7469 -2.4534 0.2954
O -2.1453 -1.5009 -0.8219
C -2.2521 -1.7276 1.8685
C -1.5881 -2.2976 2.9883
C -1.8844 -1.8716 4.2382
C -2.8646 -0.8651 4.4430
C -3.1892 -0.4264 5.7522
C -4.1373 0.5327 5.9562
C -4.8077 1.1041 4.8492
C -4.5035 0.7116 3.5763
C -3.5207 -0.2879 3.3309
C -3.1706 -0.7146 1.9986
C -3.8160 -0.0134 0.8276
C -5.1679 -0.3269 0.4738
C -5.9011 -1.3656 1.1220
C -7.1771 -1.6618 0.7447
C -7.8072 -0.9332 -0.2974
C -7.1345 0.0622 -0.9372
C -5.7961 0.3841 -0.5807
C -5.0760 1.3807 -1.2765
C -3.7845 1.6561 -0.9558
C -3.1713 0.9678 0.1069
S -1.4255 1.3732 0.2551
O -1.1750 2.5533 -0.6145
C -1.2994 1.8848 1.9467
C -2.3578 2.4847 2.6081
C -2.1874 2.8970 3.9202
C -0.9761 2.7170 4.5790
C -0.8096 3.1210 6.0238
C 0.0883 2.1467 3.8786
C -0.0658 1.7329 2.5670
H -5.2744 -7.9844 0.3018
H -6.1183 -7.1540 -1.0146
H -6.5760 -6.8482 0.6596
H -3.3385 -6.9676 1.3222
H -1.7216 -5.0972 1.4605
H -4.2534 -2.7225 -1.0591
H -5.8738 -4.6005 -1.1912
H -0.8044 -3.0336 2.8247
H -1.3546 -2.2783 5.0950
H -2.6709 -0.8767 6.5934
H -4.3805 0.8559 6.9630
H -5.5665 1.8612 5.0114
H -5.0224 1.1662 2.7410
H -5.4277 -1.9324 1.9158
H -7.7128 -2.4647 1.2403
H -8.8250 -1.1747 -0.5862
H -7.6098 0.6250 -1.7362
H -5.5609 1.9145 -2.0870
H -3.2001 2.3839 -1.5078
H -3.3087 2.6308 2.1067
H -3.0215 3.3467 4.4475
H -1.7023 3.6207 6.4020
H 0.0394 3.7979 6.1467
H -0.6210 2.2451 6.6482
H 1.0468 2.0109 4.3702
H 0.7586 1.2897 2.0291
O 2.5581 -1.2512 2.7358
C 1.9941 -0.9391 1.6956
O 0.7434 -1.0880 1.4135
C 2.8291 -0.2716 0.6168
C 4.2033 -0.1718 0.7164
C 4.9055 0.3932 -0.3351
C 4.2170 0.8515 -1.4487
C 2.8439 0.7356 -1.4736
N 2.1753 0.1884 -0.4499
H 4.6790 -0.5493 1.6113
H 5.9850 0.4743 -0.2915
H 4.7354 1.2889 -2.2933
H 2.2497 1.0868 -2.3066
O -2.0425 1.0984 -3.7331
S -0.7175 0.6343 -4.0060
O 0.3149 1.5753 -4.3243
N -0.1816 -0.3513 -2.7798
C -0.0041 -1.6040 -3.1512
S 0.6669 -2.6902 -2.0458
C -0.3976 -1.8552 -4.5678
C -0.4319 -3.0496 -5.2538
C -0.8380 -3.0267 -6.5834
C -1.1880 -1.8292 -7.2055
C -1.1619 -0.6280 -6.5105
C -0.7715 -0.6766 -5.1885
H -0.1489 -3.9698 -4.7555
H -0.8854 -3.9502 -7.1445
H -1.4929 -1.8330 -8.2459
H -1.4368 0.3062 -6.9895
```

- ⟨S²⟩: 2.0088
- HOMO energy (spin up / spin down): -7.24 / -8.25 eV
- ΔE to the lowest compared entry with this formula, charge and spin: 0.000 eV
- Kohn-Sham gap (spin up / spin down): 7.12 / 7.72 eV
- Multiplicity: 3
- LUMO level (spin up / spin down): -0.118 / -0.538 eV